# C5H9ClN

An isolated ion of composition C5H9ClN and charge +1 (ωB97M-V/def2-TZVPD, the Open Molecules 2025 dataset).

```
16
Properties=species:S:1:pos:R:3:mulliken_charge:R:1
N 0.6490 -0.7980 -1.4000 -0.118
C -0.5930 -0.4298 -1.2737 0.042
C -1.2332 -0.1286 -0.0597 -0.305
C -0.3109 0.1983 1.0909 -0.715
C 0.9020 1.2119 0.6912 -0.608
C 2.1585 0.9006 1.0501 -0.071
Cl 3.5224 1.8167 0.5390 -0.127
H 1.0695 -0.8334 -2.2924 0.283
H 1.2248 -0.7264 -0.6077 0.195
H -1.1218 -0.3967 -2.2646 0.396
H -1.9082 0.6484 -0.2230 0.298
H -1.9783 -1.0724 0.2564 0.356
H 0.2642 -0.6115 1.6355 0.356
H -0.9761 0.5083 1.9789 0.345
H 0.8483 1.9978 -0.1141 0.311
H 2.4617 0.1444 1.7543 0.363
```

## Properties
Molecular weight ... 118.587 u
Charge ... +1
ΔE to the lowest compared entry with this formula, charge and spin ... 24.3 kcal/mol
Highest occupied orbital energy ... -13.4 eV
Structure (SMILES) ... [NH2+]=CCC/C=C/Cl

***

# C5H9ClN2

A 2-piece molecular cluster, C5H9ClN2 overall (ωB97M-V/def2-TZVPD, the Open Molecules 2025 dataset).

```
17
Properties=species:S:1:pos:R:3:mulliken_charge:R:1
C -1.9072 -0.4872 0.6317 0.107
C -0.4611 0.7403 -1.2753 -1.211
C 1.3658 -1.0446 -1.1034 -0.869
C 0.0949 1.0928 1.9977 -0.647
C -0.6037 -0.9301 0.2823 -0.224
N -3.0017 -0.2948 0.9735 -0.478
N 0.2029 -0.4093 -0.7042 0.251
Cl 1.7698 0.7286 2.1861 -0.157
H -0.3656 0.8015 -2.2905 0.453
H -1.5302 0.7726 -1.1574 0.374
H -0.0960 1.5838 -0.7546 0.337
H 2.2193 -0.3522 -1.1875 0.347
H 1.6870 -1.8685 -0.4531 0.266
H 1.3005 -1.3089 -2.2127 0.313
H -0.4259 0.8377 2.8875 0.393
H -0.0666 1.8621 1.3576 0.387
H -0.1823 -1.7237 0.8222 0.357
```

## Properties
Molecular weight ... 132.594 u
Charge ... 0
ΔE to the lowest compared entry with this formula, charge and spin ... 110.6 kcal/mol
Highest occupied orbital energy (alpha / beta) ... -8.3 / -7.0 eV

***

# C5H9ClN2

One molecule with the formula C5H9ClN2 (ωB97M-V/def2-TZVPD, the Open Molecules 2025 dataset).

```
17
Properties=species:S:1:pos:R:3:mulliken_charge:R:1
C 0.2672 1.5744 -1.7556 -0.261
N -0.8558 1.5991 -1.1337 -0.698
N -1.2550 0.5705 -0.3646 0.111
C -0.2195 -0.1943 0.3566 0.648
C 0.6621 0.5230 1.3241 -1.464
C -0.7481 -1.5673 0.6972 -0.900
C 0.2257 -1.4543 -0.4304 -0.093
Cl 1.8505 -2.1769 -0.3519 -0.193
H 0.5181 2.5136 -2.3339 0.249
H 1.1194 0.8984 -1.5787 0.249
H -1.9112 1.0023 0.2386 0.349
H 1.5321 0.8647 0.7661 0.285
H 0.1337 1.2551 1.8556 0.411
H 1.0821 -0.1743 2.0420 0.380
H -0.4157 -2.0049 1.6246 0.280
H -1.8036 -1.7517 0.4686 0.276
H -0.1821 -1.4773 -1.4247 0.371
```

## Properties
Molecular weight ... 132.594 u
Charge ... 0
ΔE to the lowest compared entry with this formula, charge and spin ... 61.3 kcal/mol
Highest occupied orbital energy ... -9.2 eV
Structure (SMILES) ... C=NN[C@@]1(C)C[C@@H]1Cl

***

# C5H9ClNO2

An isolated ion of composition C5H9ClNO2 and charge +1 (ωB97M-V/def2-TZVPD, the Open Molecules 2025 dataset).

```
18
Properties=species:S:1:pos:R:3:mulliken_charge:R:1
O 2.2619 0.3989 1.9120 -0.363
C 2.4157 0.1783 0.7584 0.511
Cl 3.7179 0.9330 -0.1677 -0.151
C 1.6259 -0.8299 -0.0724 -0.833
C 0.1078 -0.6741 0.0028 0.073
N -0.4261 0.3222 -1.0154 -0.181
C -1.8547 0.5066 -0.5765 -0.507
C -1.7376 0.2728 0.9552 -0.314
O -0.3737 -0.1116 1.1702 -0.342
H 1.9431 -0.7565 -1.1187 0.395
H 1.9097 -1.8328 0.2720 0.389
H -0.3887 -1.6319 -0.2122 0.322
H 0.0644 1.2034 -0.8379 0.379
H -0.2932 0.0546 -1.9922 0.341
H -2.4759 -0.2338 -1.0874 0.311
H -2.1696 1.5270 -0.8119 0.348
H -1.9111 1.1886 1.5213 0.331
H -2.4158 -0.5148 1.3003 0.293
```

## Properties
Molecular weight ... 150.585 u
Charge ... +1
ΔE to the lowest compared entry with this formula, charge and spin ... 0.0 kcal/mol
Highest occupied orbital energy ... -14.4 eV
Structure (SMILES) ... O=C(Cl)C[C@@H]1[NH2+]CCO1

***

# C5H9ClO2

One molecule with the formula C5H9ClO2 (ωB97M-V/def2-TZVPD, the Open Molecules 2025 dataset).

```
17
Properties=species:S:1:pos:R:3:mulliken_charge:R:1
C 0.3606 2.0836 0.2676 -1.510
C 0.2515 0.6394 0.1263 0.437
C 1.5134 -0.1515 0.2900 -1.027
O 1.8072 -1.1779 -0.6293 -0.495
C -0.9142 0.0222 -0.1415 0.893
Cl -2.3892 0.9082 -0.3824 -0.282
C -1.0938 -1.4957 -0.2457 -0.621
O -2.0634 -1.9351 0.6347 -0.544
H 0.7523 2.3615 1.2696 0.309
H 1.0940 2.4124 -0.4902 0.340
H -0.5581 2.6408 0.0938 0.389
H 2.3006 0.5553 0.3682 0.488
H 1.4709 -0.7047 1.2285 0.317
H 1.8920 -0.7708 -1.4891 0.330
H -0.1964 -2.0147 0.0237 0.387
H -1.2846 -1.7460 -1.2954 0.238
H -2.9430 -1.6269 0.3710 0.351
```

## Properties
Molecular weight ... 136.578 u
Charge ... 0
ΔE to the lowest compared entry with this formula, charge and spin ... 34.1 kcal/mol
Highest occupied orbital energy ... -9.1 eV
Structure (SMILES) ... C/C(CO)=C(\Cl)CO

***

# C5H9CoO3

C5H9CoO3 as an isolated structure (ωB97M-V/def2-TZVPD, the Open Molecules 2025 dataset).

```
18
Properties=species:S:1:pos:R:3:lowdin_spin:R:1
H 0.0507 0.3155 -1.1155 0.022
C 2.0265 -1.1366 2.0525 0.000
O 1.4775 -1.0892 0.7630 0.001
C 1.9012 0.0338 0.0221 0.001
C 1.1491 0.0953 -1.2860 0.018
H 1.6317 -2.0276 2.5559 0.000
H 3.1276 -1.1999 2.0178 0.000
H 1.7472 -0.2419 2.6371 0.000
H 2.9912 -0.0295 -0.1530 0.001
H 1.7131 0.9526 0.6085 0.000
H 1.2426 -0.8469 -1.8437 0.000
H 1.5505 0.9040 -1.9119 0.000
O -2.7018 2.2058 -0.4764 0.402
C -2.4062 0.9582 -0.7491 0.809
C -3.2941 -0.0508 -0.8916 0.241
O -4.6322 0.2148 -0.7164 0.398
Co -4.5825 2.0169 -0.3897 2.101
H -2.9921 -1.0746 -1.1235 0.005
```

## Properties
Molecular weight ... 176.057 u
Multiplicity ... 5
Charge ... 0
ΔE to the lowest compared entry with this formula, charge and spin ... 14.9 kcal/mol
Highest occupied orbital energy (alpha / beta) ... -8.6 / -7.8 eV

***

# C5H9CsO3

C5H9CsO3 as an isolated structure (ωB97M-V/def2-TZVPD, the Open Molecules 2025 dataset).

```
18
Properties=species:S:1:pos:R:3:lowdin_spin:R:1
H -3.9363 -0.9319 -2.9019 0.000
O 1.2547 0.5032 0.4767 0.002
Cs 5.6729 -3.3181 0.4296 0.977
O 1.5827 -1.6233 -0.0061 0.020
C 0.8293 -0.6683 0.0906 0.001
O -0.4553 -0.6974 -0.1961 0.000
C -1.0499 -1.8575 -0.6864 0.000
C 0.3341 1.6155 0.6008 0.000
C 1.1011 2.8087 1.1085 0.000
H -0.1115 1.8059 -0.3834 0.000
H -0.4697 1.3262 1.2890 0.000
H 1.9180 3.0766 0.4259 0.000
H 0.4110 3.6610 1.1741 0.000
H 1.5145 2.6188 2.1076 0.000
C -2.3794 -1.8608 -0.8436 0.000
H -0.3595 -2.5307 -1.1947 0.000
H -2.8506 -2.7820 -1.1856 0.000
H -3.0060 -1.1458 -0.3050 0.000
```

## Properties
Molecular weight ... 250.029 u
Multiplicity ... 2
Charge ... -1
ΔE to the lowest compared entry with this formula, charge and spin ... 1.4 kcal/mol
Highest occupied orbital energy (alpha / beta) ... -1.2 / -1.2 eV

***

# C5H9F2NO

One molecule with the formula C5H9F2NO (ωB97M-V/def2-TZVPD, the Open Molecules 2025 dataset).

```
18
Properties=species:S:1:pos:R:3:mulliken_charge:R:1
C 0.6989 1.9975 0.1240 -1.078
N 0.1316 0.7137 -0.2192 -0.110
C -1.1775 0.3300 0.3743 -0.703
C -1.5862 -0.9183 -0.2024 -0.468
O -0.6763 -1.8723 0.1352 -0.361
C 0.5875 -1.8087 -0.3575 -0.579
C 1.1229 -0.2691 -0.0459 0.934
F 2.1432 -0.0086 -0.9775 -0.364
F 1.6985 -0.1469 1.1310 -0.319
H 1.7487 1.8383 0.2617 0.390
H 0.2693 2.7404 -0.5387 0.337
H 0.5063 2.3103 1.2106 0.277
H -1.8998 1.1885 0.1249 0.371
H -1.1743 0.4406 1.4377 0.381
H -2.5263 -1.1617 0.1773 0.382
H -1.7276 -0.8108 -1.3173 0.302
H 0.6678 -1.9771 -1.4487 0.335
H 1.1932 -2.5857 0.1305 0.275
```

## Properties
Molecular weight ... 137.129 u
Charge ... 0
ΔE to the lowest compared entry with this formula, charge and spin ... 0.0 kcal/mol
Highest occupied orbital energy ... -9.5 eV
Structure (SMILES) ... CN1CCOCC1(F)F